(1)
27
Properties=species:S:1:pos:R:3 method="wB97M-V/def2-TZVPD" e_tot_ha=-1014.73874 multiplicity=1 total_charge=+1 homo_energy_ev="-9.191 / -9.195"
O 0.53046 0.05614 -3.73264
C 0.06078 0.01362 -2.67337
Sr 0.87442 0.01862 0.15512
O 3.36685 -0.01388 -2.82613
C 2.67341 -0.00901 -1.90634
C -2.04426 0.01069 -0.51676
O -2.81064 0.03402 0.37468
C -0.09361 -2.17592 -0.63586
O -0.47589 -3.19584 -1.00999
C -0.14570 2.16199 -0.67067
O -0.55644 3.15412 -1.08752
H -2.14408 -0.01628 -1.64279
N -0.40242 0.52250 7.26293
C -0.66824 0.48383 5.90375
O -1.80370 0.65861 5.48043
C 0.47102 0.23653 4.94129
C 1.79765 0.03584 5.32436
C 2.78131 -0.19010 4.35816
C 2.39911 -0.19498 3.00620
N 1.10421 0.01020 2.64096
C 0.14804 0.20948 3.57009
H -1.14902 0.65861 7.94032
H 0.49245 0.31846 7.68239
H 2.08642 0.04323 6.37390
H 3.82801 -0.35529 4.60245
H 3.11818 -0.35674 2.18671
H -0.87882 0.35714 3.20961

(2)
57
Properties=species:S:1:pos:R:3 method="wB97M-V/def2-TZVPD" smiles="COC(=O)[C@@H]1[C@@H](c2ccccc2)[C@H](C(=O)N2CCN(C)CC2)[C@H]1c1ccccc1" e_tot_ha=-1266.57924 multiplicity=1 e_above_lowest_ev=1.420 homo_energy_ev=-8.534
C -2.01663 0.08754 -5.30925
H -2.95906 -0.25992 -5.72405
H -1.17467 -0.33536 -5.86128
H -1.95443 1.17655 -5.35400
O -1.99024 -0.35237 -3.95831
C -0.93352 0.03317 -3.23227
O -0.02430 0.68841 -3.66996
C -1.06467 -0.43423 -1.80982
H -1.51163 -1.42715 -1.79152
C -1.79816 0.56599 -0.87601
C -3.18964 0.24886 -0.43663
C -3.54495 -1.01950 0.00852
C -4.83514 -1.28633 0.42919
C -5.79198 -0.28628 0.41548
C -5.44865 0.98212 -0.01977
C -4.15834 1.24598 -0.44243
H -3.89172 2.23864 -0.77403
H -6.18888 1.76870 -0.03055
H -6.79952 -0.49514 0.74371
H -5.09457 -2.27862 0.76954
H -2.81285 -1.81421 0.02583
H -1.76023 1.57959 -1.28207
C -0.65681 0.40070 0.15145
C -0.11338 1.70938 0.69190
O -0.58165 2.78406 0.36194
N 0.92670 1.61740 1.55067
C 1.57475 0.38382 1.94631
H 2.17915 -0.01798 1.12317
C 2.47522 0.65378 3.15543
N 3.52272 1.62493 2.88810
C 4.78193 1.03846 2.48827
H 4.72616 0.49191 1.53337
H 5.51723 1.83541 2.38483
H 5.12202 0.35540 3.26486
C 3.08865 2.64941 1.94397
C 1.58006 2.83605 1.99672
H 1.26266 3.63798 1.32684
H 1.26442 3.09098 3.01371
H 3.58998 3.58765 2.20131
H 3.37044 2.38590 0.91056
H 1.85899 1.03005 3.97926
H 2.93003 -0.28290 3.48115
H 0.82985 -0.37062 2.21237
H -0.93057 -0.26687 0.96869
C 0.20063 -0.29268 -0.93828
C 0.94733 -1.54500 -0.61040
C 0.36669 -2.57029 0.12783
C 1.07468 -3.72276 0.41761
C 2.37573 -3.87185 -0.03058
C 2.96188 -2.86317 -0.77613
C 2.25252 -1.71100 -1.06303
H 2.71162 -0.92818 -1.65033
H 3.97448 -2.97446 -1.13544
H 2.92850 -4.77117 0.19655
H 0.60828 -4.50824 0.99435
H -0.64836 -2.47222 0.48423
H 0.87125 0.42968 -1.41158

(3)
18
Properties=species:S:1:pos:R:3 method="wB97M-V/def2-TZVPD" smiles="C/C=C/C(C)C" e_tot_ha=-235.64146 multiplicity=1 e_above_lowest_ev=4.810 homo_energy_ev=-8.681
C 1.46504 -2.09491 -1.17907
C 0.64703 -1.24482 -0.26790
C 0.55964 0.14471 -0.22334
C -0.21432 0.99506 0.59577
C -1.37021 0.17035 1.31046
C -0.77847 2.07279 -0.18927
H 1.97136 -2.87108 -0.54735
H 1.08339 -2.80396 -1.59625
H 2.20355 -1.55469 -1.84998
H -0.07063 -1.87638 0.49751
H 1.23746 0.62405 -0.97091
H 0.49470 1.45934 1.33867
H -0.82677 -0.61226 2.12041
H -1.86617 -0.35355 0.74284
H -1.85002 0.81603 1.83537
H -0.05483 2.64334 -0.95135
H -1.36436 2.77254 0.30857
H -1.26639 1.71345 -0.97417

(4)
64
Properties=species:S:1:pos:R:3 method="wB97M-V/def2-TZVPD" e_tot_ha=-6231.57067 multiplicity=1 total_charge=+3 homo_energy_ev="-16.093 / -16.084"
Pt 0.10145 0.12271 0.09745
Br -4.49876 -1.81028 -5.31090
C -3.14931 -1.81380 -3.99480
C -2.28714 -2.90611 -3.88805
C -1.27218 -2.89660 -2.95710
C -1.10658 -1.79847 -2.10293
C -1.98598 -0.71416 -2.22293
C -3.00197 -0.71283 -3.15121
N -0.11449 -1.69336 -1.11983
C 0.68798 -2.63296 -0.79195
C 1.66799 -2.42202 0.24801
C 2.66342 -3.35552 0.51083
C 3.57926 -3.09559 1.52298
C 3.46046 -1.93036 2.26483
C 2.43940 -1.04216 1.95445
N 1.58678 -1.28193 0.96781
H -2.41957 -3.75749 -4.54074
H -0.61252 -3.75233 -2.91573
H -1.85914 0.14588 -1.56108
H -3.68184 0.12266 -3.23804
H 0.67147 -3.61771 -1.24936
H 2.73128 -4.26281 -0.07406
H 4.37619 -3.79730 1.73067
H 4.14299 -1.70299 3.07096
H 2.31044 -0.12882 2.52009
Te 1.41542 1.56236 -2.10306
C 3.07206 2.03947 -3.42454
C 4.40553 1.82857 -3.12257
C 5.35875 2.31019 -4.00714
C 4.96762 2.98630 -5.15865
C 3.62115 3.14887 -5.45684
C 2.65257 2.67123 -4.58621
C 1.78682 3.25726 -0.88438
C 2.89137 3.29566 -0.04239
C 3.11541 4.42447 0.73010
C 2.25243 5.51056 0.64374
C 1.15086 5.46425 -0.20122
C 0.91207 4.33488 -0.96979
H 4.71238 1.28997 -2.23661
H 6.40745 2.15397 -3.79628
H 5.71718 3.38724 -5.82735
H 3.31099 3.65177 -6.36219
H 1.60131 2.80910 -4.81196
H 3.56634 2.45066 0.02142
H 3.96780 4.46029 1.39462
H 2.45010 6.40249 1.22202
H 0.48516 6.31310 -0.27774
H 0.06636 4.30812 -1.64755
C -1.14165 -0.23263 3.56696
Ge -1.44506 1.55387 2.79643
C -0.96662 3.05303 3.98727
C -3.13341 1.69958 1.78852
C -0.06796 1.81409 1.13528
H -1.94438 -0.44195 4.27520
H -0.19997 -0.29239 4.11003
H -1.16690 -0.99972 2.79261
H -1.71459 3.07862 4.78259
H -0.98246 4.00661 3.46369
H 0.01087 2.90027 4.44047
H -3.97234 1.59523 2.47711
H -3.19054 0.89786 1.05128
H -3.21987 2.66181 1.28708
H 0.83631 2.16824 1.63267
H -0.54764 2.64193 0.60207

(5)
22
Properties=species:S:1:pos:R:3 method="wB97M-V/def2-TZVPD" e_tot_ha=-437.04230 multiplicity=1 total_charge=+2 e_above_lowest_ev=5.877 homo_energy_ev="-17.266 / -17.267"
C 2.19214 1.45266 -1.23848
C 2.18875 1.32060 0.08485
C 0.16379 -0.39412 0.04275
C 1.50413 -0.25219 0.77173
C -2.19200 0.12529 0.01728
N -0.89434 -0.10451 0.67770
N 2.37503 -1.35273 0.65942
N -3.32564 -0.71602 0.54842
O -2.09584 -0.14246 -1.37939
H 2.35945 0.61150 -2.02670
H 1.59705 2.25091 -1.57975
H 3.21160 1.07593 0.45606
H 0.26836 -0.75609 -0.93705
H 1.39685 0.02501 1.88128
H -2.41935 1.15889 0.08892
H 2.47916 -2.00827 -0.13989
H 1.78265 1.98986 0.79026
H 3.22409 -1.44387 1.21820
H -4.38192 -0.42469 0.37244
H -3.19396 -0.99920 1.54398
H -3.28103 -1.64598 -0.06854
H -2.95899 0.22946 -1.78349

(6)
19
Properties=species:S:1:pos:R:3 method="wB97M-V/def2-TZVPD" e_tot_ha=-516.70558 multiplicity=2 s2=0.759 total_charge=+1 e_above_lowest_ev=0.000 homo_energy_ev="-11.572 / -11.480"
C 0.51519 -1.74167 3.64345
C -0.18555 -1.30957 2.35830
O 0.62718 -0.37239 1.71557
H -0.09806 -2.49958 4.14905
H 1.49966 -2.17444 3.42010
H 0.64649 -0.88355 4.31620
H -1.16508 -0.86719 2.61114
H -0.35228 -2.19263 1.71593
H 0.31435 0.26055 0.66771
O -1.07058 1.16807 -1.52400
C -0.80488 0.85058 -2.78976
C 0.13134 1.34103 -0.82141
O -1.66336 0.63317 -3.61104
O 0.48488 0.91517 -3.04921
C 1.20198 1.37264 -1.88426
Cs -3.76501 0.26674 -7.00371
H 0.05944 2.17046 -0.11771
H 2.03473 0.68290 -1.70455
H 1.58955 2.37971 -2.09182